1.
20
Properties=species:S:1:pos:R:3:forces:R:3 method="wB97M-V/def2-TZVPD" smiles=CNCCCCS orbital_gap_ev=9.67 relative_energy_kj_mol=42.66 homo_energy_ev=-8.7
C -0.413512 2.962797 -0.572542 0.03 -0.07 0.12
N -0.095567 1.557005 -0.402076 -0.17 -0.56 0.05
C -0.892523 0.874933 0.615523 -0.10 0.64 0.54
C -0.793341 -0.621358 0.451063 -0.26 -0.81 0.35
C 0.617380 -1.140916 0.757874 -0.38 0.13 -0.83
C 0.934606 -2.471088 0.101813 0.22 -0.54 0.43
S 0.940843 -2.434724 -1.708238 -0.07 -0.04 -0.29
H -0.212403 3.250218 -1.606697 -0.21 0.09 0.12
H 0.223611 3.569638 0.061173 0.23 0.16 0.16
H -1.446627 3.207929 -0.271035 0.04 -0.08 -0.40
H -0.224317 1.036122 -1.264183 0.02 0.27 -0.01
H -1.928677 1.238154 0.591716 -0.23 -0.27 -0.21
H -0.565796 1.160560 1.629899 0.27 -0.03 -0.25
H -1.516239 -1.174044 1.071882 0.09 0.42 0.10
H -1.102338 -0.888597 -0.562157 0.24 0.06 -0.23
H 0.769531 -1.219024 1.830279 0.05 0.08 0.20
H 1.295329 -0.407057 0.337000 0.39 0.17 0.21
H 1.893457 -2.851669 0.446714 0.20 0.15 -0.12
H 0.252920 -3.269138 0.393604 -0.37 0.14 -0.02
H 2.263665 -2.379740 -1.901613 0.00 0.07 0.09



2.
20
Properties=species:S:1:pos:R:3:forces:R:3 method="wB97M-V/def2-TZVPD" smiles=CN[C@@H](C)CCS orbital_gap_ev=9.79 relative_energy_kj_mol=86.54 homo_energy_ev=-8.8
C -2.988501 1.040494 -0.305549 1.49 -0.47 0.27
N -1.615628 0.393937 -0.650933 -2.77 1.44 0.07
C -1.083762 -0.358856 0.465260 0.94 0.53 0.62
C -1.847683 -1.634952 0.835990 0.01 0.24 -0.17
C 0.394620 -0.639389 0.104341 0.97 -1.02 2.04
C 1.260141 0.641125 0.080487 0.42 -0.71 -0.65
S 3.078758 0.379236 -0.299258 -0.08 -1.07 -0.16
H -2.811810 1.645324 0.613350 -0.18 -0.32 -0.67
H -3.363387 1.710656 -1.099110 0.46 -0.43 0.23
H -3.769777 0.296788 -0.068086 0.26 0.19 -0.15
H -1.754167 -0.189932 -1.473136 0.12 -0.09 0.21
H -1.152281 0.354518 1.361926 0.43 -0.94 -1.09
H -2.713600 -1.330669 1.388948 -0.44 -0.11 0.78
H -2.279198 -2.092525 -0.032193 0.02 -0.36 -0.86
H -1.284247 -2.418945 1.352925 0.01 0.46 0.15
H 0.833060 -1.309151 0.958949 -0.71 0.91 -1.61
H 0.439286 -1.226315 -0.850259 0.10 0.61 0.72
H 0.879867 1.301971 -0.715013 0.26 -0.09 0.50
H 1.317563 1.150430 1.049251 -0.58 -0.17 -0.26
H 3.299057 -1.008017 -0.226063 -0.75 1.39 0.06



3.
20
Properties=species:S:1:pos:R:3:forces:R:3 method="wB97M-V/def2-TZVPD" smiles=CNCCCCS orbital_gap_ev=9.92 relative_energy_kj_mol=249.56 homo_energy_ev=-9.0
C -0.725851 -0.820141 3.005328 -0.40 0.11 2.50
N -1.208420 -0.422219 1.726932 -0.19 -2.05 -2.14
C -0.099799 -0.084348 0.810541 0.18 -1.51 -1.01
C -0.576350 0.019697 -0.761290 -2.64 2.21 2.66
C 0.282047 -0.388249 -1.931861 0.10 1.50 -0.42
C 1.433647 0.634253 -2.092652 2.41 -0.80 1.88
S 1.311076 2.487730 -2.425389 -2.54 -0.70 0.52
H -0.026782 -1.795984 3.041902 -1.62 2.06 0.13
H -1.688636 -0.794689 3.638720 1.53 -1.25 -0.52
H -0.252264 0.045704 3.470701 0.84 -0.20 -0.01
H -1.548625 -1.358429 1.433944 -0.46 1.12 -0.66
H 0.626920 -0.910476 0.783070 0.24 -0.07 0.32
H 0.375065 0.716496 1.394914 0.21 0.50 -1.32
H -1.577555 -0.511213 -0.762585 1.08 0.43 -0.04
H -0.873244 1.137699 -0.795404 0.33 -1.69 -0.60
H -0.165628 -0.116340 -2.915218 -0.95 -1.15 0.72
H 0.561381 -1.496543 -1.872671 0.15 1.73 -0.28
H 2.023381 0.698241 -1.137243 -0.33 -0.56 -0.88
H 2.080647 0.151446 -2.852636 0.00 1.03 0.18
H 0.048986 2.807363 -1.759104 2.07 -0.71 -1.02



4.
20
Properties=species:S:1:pos:R:3:forces:R:3 method="wB97M-V/def2-TZVPD" smiles=CN(C)CCCS orbital_gap_ev=9.11 relative_energy_kj_mol=89.84 homo_energy_ev=-8.2
C 1.946927 1.284360 -0.213866 0.37 1.95 -0.09
N 0.714857 0.732676 -0.668557 0.11 -0.75 -0.20
C 0.055916 1.457042 -1.746662 -0.42 -0.46 1.01
C -0.206779 0.342053 0.382525 0.26 0.27 -0.38
C -1.086009 -0.841180 -0.013439 -1.09 0.08 0.95
C -1.244176 -1.901784 1.095208 0.52 -0.15 -1.37
S 0.319319 -2.890655 1.327787 -0.85 0.72 0.63
H 1.854270 2.263642 0.333387 -0.26 -0.59 0.21
H 2.538769 0.606585 0.396260 -0.08 -0.16 -0.07
H 2.515309 1.631348 -1.081745 0.25 -0.58 -0.03
H -0.534142 0.738952 -2.319161 -0.04 0.19 -0.21
H -0.644028 2.181932 -1.294844 0.07 0.24 -0.37
H 0.765529 1.960241 -2.390528 0.12 0.00 -0.09
H 0.346593 0.103577 1.290077 0.22 -0.08 -0.07
H -0.847616 1.211008 0.622255 -0.03 -0.11 0.17
H -2.106630 -0.448453 -0.118167 0.06 -0.16 -0.38
H -0.816290 -1.304905 -0.955119 0.34 0.04 -0.13
H -1.604089 -1.407827 1.991470 0.29 -0.21 0.33
H -1.985925 -2.613073 0.740468 -0.19 0.00 0.26
H 0.018194 -3.105539 2.622652 0.36 -0.22 -0.17



5.
20
Properties=species:S:1:pos:R:3:forces:R:3 method="wB97M-V/def2-TZVPD" orbital_gap_ev=5.26 relative_energy_kj_mol=587.49 homo_energy_ev=-7.6
C 0.720547 0.464630 -1.071479 -3.51 -2.04 0.72
C 0.717610 -1.075206 -1.169366 1.54 0.87 -0.43
C 0.919248 -1.733817 0.195433 -2.16 1.31 1.25
S 2.220607 -0.956815 1.159736 0.84 0.14 -0.23
C -0.091592 1.029544 0.106282 -0.18 -0.04 -0.70
N -1.515425 0.625952 0.046592 0.21 -0.24 -0.51
C -2.166277 0.901955 1.315570 0.23 0.14 0.79
H 0.525940 0.899586 -1.989329 -0.39 1.06 -1.84
H 1.816249 0.707151 -0.867285 0.95 0.34 0.53
H 1.607116 -1.343198 -1.794420 -0.66 0.09 0.18
H -0.178624 -1.427789 -1.721078 0.34 0.31 0.51
H -0.097013 -1.709859 0.783150 1.74 0.08 -0.87
H 1.159955 -2.739369 0.063722 0.26 -1.72 -0.29
H 2.625323 0.995334 -0.964823 0.43 -0.86 1.03
H 0.387512 0.664433 1.019210 0.02 0.44 0.06
H -0.105546 2.117998 0.015738 0.28 0.02 0.39
H -1.597055 -0.371813 -0.115462 0.19 0.07 -0.09
H -1.580633 0.465750 2.162470 -0.50 0.10 -0.29
H -3.198375 0.492972 1.324463 0.65 0.39 -0.03
H -2.169568 1.992562 1.500876 -0.28 -0.45 -0.17



6.
20
Properties=species:S:1:pos:R:3:forces:R:3 method="wB97M-V/def2-TZVPD" orbital_gap_ev=5.69 relative_energy_kj_mol=988.09 homo_energy_ev=-8.5
C 5.089310 0.241926 -0.099775 -1.56 2.16 1.65
N 3.773566 0.358634 0.071415 3.30 1.75 -0.87
C 0.380061 0.102860 0.015443 1.97 -2.08 1.00
C -1.096496 0.438971 0.094323 -0.01 -0.60 1.87
C -1.920265 1.171591 -0.898890 -3.30 0.34 1.03
S -3.812311 -1.019946 1.015424 1.07 0.26 -0.32
C 1.361559 -0.503464 -1.103158 -3.45 3.14 -1.28
H 5.567269 0.161229 -1.098785 0.12 -0.80 0.31
H 5.786006 0.481432 0.815193 -0.47 -0.72 -1.50
H 4.151389 1.496001 -0.085264 -0.77 -2.15 0.78
H 1.109789 0.885449 0.288931 -1.48 0.51 0.89
H 0.391962 -0.632095 0.844860 0.66 0.39 -0.07
H -1.224846 0.701276 1.181988 0.47 1.35 -1.09
H -1.855361 -0.424071 0.461176 0.25 -0.82 -0.88
H -2.604930 0.441239 -1.433910 1.11 1.12 0.11
H -1.532325 1.948613 -1.538605 0.71 -0.20 -0.22
H -2.637758 1.706344 -0.187555 0.41 -0.38 -1.26
H 1.819782 -1.382896 -0.768034 0.79 -1.03 0.27
H 2.044009 0.362270 -1.317139 -0.47 -1.71 -0.18
H 0.682015 -0.647392 -1.957206 0.69 -0.52 -0.25



7.
20
Properties=species:S:1:pos:R:3:forces:R:3 method="wB97M-V/def2-TZVPD" orbital_gap_ev="9.08 / 3.66" spin_multiplicity=2 relative_energy_kj_mol=177.83 charge=+1 homo_energy_ev="-12.9 / -12.7"
C -1.569361 0.861689 0.071420 0.40 0.50 -3.16
N -0.229806 0.464223 0.480558 1.12 -2.24 3.48
C 0.634094 -0.400884 -0.348573 -0.02 0.13 0.13
C 1.995851 -0.682777 0.544051 -2.19 -1.37 -1.52
S 3.414126 -1.193689 -0.416212 -0.12 -0.12 0.27
C 0.007944 -1.734091 -0.868151 0.90 -0.04 -1.43
C -1.977575 2.201414 0.771803 1.63 -1.93 -0.27
H -2.339028 0.036429 0.067628 0.63 0.85 0.57
H -1.404879 1.046624 -1.067618 -0.66 -0.01 1.64
H -0.291415 -0.047626 1.437280 -0.06 1.35 -1.84
H 0.935431 0.257871 -1.173785 0.19 -0.32 -0.07
H 1.858729 -1.488661 1.323663 0.19 0.78 -0.74
H 2.255953 0.228561 1.021105 0.41 1.23 0.64
H 3.179918 -0.700147 -1.663203 -0.29 0.13 0.30
H -0.058198 -1.857764 -1.991576 0.13 0.73 1.08
H -1.000328 -1.894088 -0.521488 -0.16 -0.03 0.45
H 0.655011 -2.569973 -0.602690 -0.30 -0.23 0.39
H -1.440658 3.053249 0.387568 -0.28 0.24 -0.77
H -1.599999 2.174580 1.774515 -0.17 -0.33 0.90
H -3.025811 2.245061 0.773705 -1.35 0.66 -0.05



8.
20
Properties=species:S:1:pos:R:3:forces:R:3 method="wB97M-V/def2-TZVPD" orbital_gap_ev="7.90 / 6.81" relative_energy_kj_mol=547.07 homo_energy_ev="-7.8 / -6.8"
C 3.119676 -0.740631 -0.134338 -1.47 -0.08 1.97
C 2.049561 -0.509536 0.596079 -2.15 1.24 -1.30
C -2.194351 0.175139 -0.044297 1.54 0.43 -1.80
C -1.124824 -1.951365 0.169295 2.25 -0.35 -2.29
C 0.076523 2.218091 0.255342 -0.03 -0.01 2.56
N -0.969737 -0.539107 0.161251 1.91 2.58 0.66
Si 0.498117 0.418250 -0.054373 -0.89 -0.40 -1.19
H 3.887209 -1.237728 0.347130 1.83 -1.07 0.31
H 3.077938 -0.522591 -1.122642 0.64 0.92 -2.89
H 1.929395 -0.950576 1.540538 0.16 -0.24 1.54
H -2.405927 0.964514 0.570131 0.10 2.19 1.86
H -2.378771 0.517340 -1.046913 0.51 0.35 -0.92
H -2.958860 -0.449043 0.088292 -3.15 -2.83 0.83
H -1.841694 -2.150943 -0.638710 0.29 -0.84 0.25
H -0.098663 -2.356353 -0.054670 -1.07 -0.13 -0.25
H -1.367631 -2.425111 1.076096 -0.92 -0.18 1.44
H -0.449517 2.723308 -0.485887 -1.44 0.06 -1.67
H -0.370126 2.555579 1.222503 -0.47 -1.17 -0.31
H 0.852017 2.919719 0.352661 2.32 0.28 -0.33
H 0.669667 1.341047 -2.797495 0.03 -0.76 1.55



9.
20
Properties=species:S:1:pos:R:3:forces:R:3 method="wB97M-V/def2-TZVPD" orbital_gap_ev=6.00 relative_energy_kj_mol=114.40 charge=-1 homo_energy_ev=-2.4
C 1.319952 -0.099812 -1.355495 -0.23 0.37 0.58
O 1.778082 -1.096597 -2.073945 -0.06 -0.22 -0.16
C 0.449636 -0.458476 -0.095287 0.10 -0.31 -0.19
C 0.067794 0.778209 0.698638 0.19 -0.16 0.55
C -0.752900 0.513838 1.973467 0.09 -0.59 0.02
C -0.430339 -0.765856 2.762591 -0.11 -0.03 0.82
H 0.679030 0.678331 -1.901960 -0.01 -0.05 -0.22
H 2.116068 0.571052 -0.898469 0.07 -0.01 -0.06
H -0.419251 -1.082350 -0.353085 0.06 0.22 -0.23
H 1.089494 -1.099333 0.528630 -0.08 0.10 -0.07
H 1.029287 1.283565 0.886923 -0.39 0.15 0.27
H -0.577537 1.472235 0.161041 0.36 0.19 -0.56
H -0.715208 1.363892 2.666817 0.00 0.02 -0.25
H -1.793256 0.410025 1.640658 -0.01 0.15 0.19
H -0.554816 -0.586110 3.829386 -0.12 0.18 0.25
H -1.111294 -1.592955 2.569723 0.03 -0.03 -0.43
H 0.579360 -1.154909 2.689995 0.22 0.15 -0.43
H -1.178375 1.197034 -2.091129 -0.01 -0.40 0.06
H -2.243213 0.897722 -1.041825 0.10 -0.09 0.00
O -2.066695 0.819402 -1.983467 -0.21 0.36 -0.14



10.
19
Properties=species:S:1:pos:R:3:forces:R:3 method="wB97M-V/def2-TZVPD" orbital_gap_ev="2.63 / 11.67" spin_multiplicity=2 relative_energy_kj_mol=81.56 charge=-1 homo_energy_ev="1.5 / -7.5"
C -0.801134 1.808959 1.635533 0.25 0.33 0.56
C -2.123365 1.221733 1.086470 1.25 -0.56 -0.74
C 0.273061 0.698773 1.778904 -1.08 -0.37 -0.81
H -0.542794 2.705828 1.062616 0.46 -0.46 -0.46
H -0.861205 2.268066 2.611728 -0.68 -0.15 0.69
H -3.072550 1.488643 1.533808 -0.01 0.35 0.19
H 1.113939 0.848936 2.453438 -0.06 0.34 -0.06
H -0.309674 -0.169597 2.113487 0.41 0.01 0.47
H 0.619168 0.343308 0.807362 0.26 0.34 -0.01
H -2.111102 1.420291 0.012061 -0.48 0.28 -0.05
H -2.013131 0.134512 1.084389 -0.33 -0.02 0.33
C 0.520457 -1.440185 -1.703441 0.97 1.99 -0.13
C 1.842632 -1.852553 -2.341373 1.06 0.57 -0.32
H -0.151941 -2.270584 -1.514502 -0.10 0.07 0.07
H 0.781731 -0.855996 -0.819409 -0.14 -0.77 0.66
H 0.048503 -0.585769 -2.228297 -0.22 -0.85 -0.49
H 2.642022 -1.096622 -2.502699 -0.90 0.59 0.60
H 1.738770 -2.139745 -3.381296 -0.21 -1.06 -0.07
H 2.406613 -2.527989 -1.688777 -0.43 -0.63 -0.43



11.
19
Properties=species:S:1:pos:R:3:forces:R:3 method="wB97M-V/def2-TZVPD" orbital_gap_ev="2.70 / 11.80" spin_multiplicity=2 relative_energy_kj_mol=34.79 charge=-1 homo_energy_ev="1.5 / -7.6"
C -0.652032 -1.474973 -1.411082 0.12 1.01 -0.24
C 0.305978 -0.401565 -1.987132 0.87 -0.46 0.79
C 0.009729 -2.839700 -1.263015 -0.51 -0.79 -0.58
H -0.927909 -1.180881 -0.394462 -0.08 0.29 -0.06
H -1.571267 -1.365278 -1.988150 -0.11 -0.94 -0.09
H 0.972415 -0.765530 -2.776194 -0.18 -0.34 0.01
H 0.960854 -0.111417 -1.154545 0.10 0.24 -0.24
H 0.607201 -3.124911 -2.129357 0.29 0.25 -0.03
H 0.617726 -2.888229 -0.363786 0.32 0.22 0.01
H -0.126739 0.506103 -2.398385 -0.53 0.06 0.24
H -0.677413 -3.695658 -1.166999 -0.31 0.41 0.13
C 0.522438 2.782815 1.852570 0.97 0.11 0.12
C -0.262211 1.759520 2.640442 -1.15 -0.41 -0.07
H -0.033278 3.720952 1.832778 0.36 0.33 0.39
H 1.534448 2.828951 2.292904 -0.37 0.73 0.05
H 0.740181 2.611670 0.794357 -0.44 -0.76 0.05
H -0.563808 2.113935 3.638416 0.26 0.30 -0.19
H -1.211746 1.552264 2.125718 0.17 -0.22 0.09
H 0.232358 0.807737 2.834628 0.19 -0.03 -0.37



12.
19
Properties=species:S:1:pos:R:3:forces:R:3 method="wB97M-V/def2-TZVPD" orbital_gap_ev="2.79 / 11.59" spin_multiplicity=2 relative_energy_kj_mol=46.21 charge=-1 homo_energy_ev="1.5 / -7.3"
C -0.313204 1.101542 -1.537858 -0.36 -0.66 -0.88
C -1.745189 1.170755 -0.939769 0.48 -0.30 -0.69
C 0.787566 1.948494 -0.892911 0.38 0.06 0.14
H -0.452339 1.367711 -2.596314 0.47 0.02 0.07
H 0.038427 0.037044 -1.551476 -0.42 0.74 0.14
H -2.081663 2.212474 -0.896407 0.11 -0.11 0.48
H -2.514117 0.672945 -1.608090 0.97 0.14 0.75
H 1.801238 1.618804 -1.197458 -0.44 -0.37 0.29
H -1.663551 0.671724 0.030961 -0.71 0.34 0.05
H 0.728898 1.937360 0.210490 0.09 -0.08 -0.45
H 0.823223 2.985131 -1.225970 -0.61 0.28 0.07
C -0.157084 -1.920528 1.390847 -0.52 -2.35 -0.74
C 1.327362 -2.008863 1.667886 0.18 1.91 0.07
H -0.657043 -2.702551 1.964573 -0.27 0.31 0.75
H -0.594615 -0.958314 1.571535 -0.17 0.47 0.03
H -0.453915 -2.332548 0.389680 0.57 1.01 0.24
H 1.566920 -1.628841 2.676076 -0.21 -0.87 0.12
H 1.813299 -1.193530 1.116077 0.23 -0.47 -0.58
H 1.745785 -2.978808 1.428127 0.21 -0.06 0.14